#1
A 2-piece molecular cluster, CH5FN2 overall. Source: the OMol25 dataset; level of theory: ωB97M-V/def2-TZVPD.

Element x y z (Å)
C -0.92 -0.81 -0.26
N 1.46 1.02 -0.13
N 1.40 -0.27 -0.59
F 2.15 -0.98 0.31
H -1.22 -0.51 -1.27
H -0.53 -1.74 0.07
H -0.91 -0.01 0.40
H 1.67 1.26 0.82
H 0.63 1.47 -0.36

Computed properties:
- HOMO-LUMO gap (spin up / spin down) (eV) = 9.15 / 8.82
- net charge = 0
- highest occupied orbital energy (spin up / spin down) (eV) = -8.6 / -8.2



#2
A 2-piece molecular cluster, CH5FN2 overall. Source: the OMol25 dataset; level of theory: ωB97M-V/def2-TZVPD.

Element x y z (Å)
C 0.26 0.71 -0.52
N -0.08 -1.23 0.55
N -0.25 -0.60 -0.53
F -2.43 -0.61 -0.62
H -0.10 1.33 -1.42
H 0.00 1.41 0.30
H 1.31 0.65 -0.61
H -0.15 -1.03 1.52
H -0.31 -2.21 0.37

Computed properties:
- HOMO-LUMO gap (spin up / spin down) (eV) = 8.77 / 8.21
- net charge = 0
- highest occupied orbital energy (spin up / spin down) (eV) = -9.7 / -9.2



Of them, #2 has the highest stability.



#1
A 2-piece molecular cluster, CH5FN2 overall. Source: the OMol25 dataset; level of theory: ωB97M-V/def2-TZVPD.

Element x y z (Å)
C 0.77 -0.49 0.51
N 0.18 0.64 -0.05
N -1.04 0.87 -0.52
F -2.00 0.49 0.42
H 1.79 -0.52 0.31
H 0.85 -0.59 1.57
H 0.27 -1.45 0.15
H 0.68 1.29 -0.51
H -1.50 -0.24 -1.89

Computed properties:
- HOMO-LUMO gap (spin up / spin down) (eV) = 9.26 / 8.81
- net charge = 0
- highest occupied orbital energy (spin up / spin down) (eV) = -9.0 / -8.6



#2
One molecule with the formula CH5FN2. Source: the OMol25 dataset; level of theory: ωB97M-V/def2-TZVPD.

Element x y z (Å)
C -1.05 0.05 0.15
N 0.94 -0.28 -0.84
N 0.25 -0.54 0.23
F 0.89 0.10 1.53
H -1.28 0.30 1.16
H -1.00 1.04 -0.34
H -1.72 -0.63 -0.15
H 1.17 0.76 -1.12
H 1.78 -0.80 -0.61

Computed properties:
- HOMO-LUMO gap (eV) = 11.10
- net charge = 0
- highest occupied orbital energy (eV) = -9.9



Of them, #2 has the highest stability.